(1)
C5H6F2N4 in the gas phase in a non-equilibrium geometry. Source: OMol25; level of theory: ωB97M-V with the def2-TZVPD basis set.

XYZ file:
```
17
Properties=species:S:1:pos:R:3
C -0.55 2.25 -0.16
C -0.14 0.95 -0.37
C 1.19 0.35 -0.66
C 1.17 -1.69 0.63
C -1.30 -1.18 0.00
N -1.82 2.24 0.26
N -2.25 1.04 0.32
N -1.26 0.21 -0.05
N 1.59 -0.42 0.51
F -2.32 -1.68 0.71
F -1.31 -1.76 -1.24
H 0.00 3.17 -0.29
H 1.16 -0.31 -1.53
H 1.91 1.15 -0.84
H 1.14 -2.15 1.60
H 1.17 -2.30 -0.25
H 1.63 0.12 1.36
```

The HOMO energy (alpha / beta) is -7.622 / -7.708 eV. The net charge is 0. As for the energy above the lowest of the compared OMol25 structures with the same formula, charge and spin: 1.4438 eV. For the maximum force, the calculation gives 3.383 eV/A.

(2)
A molecular structure, C30H28BrCoN7O3S2. Source: OMol25; level of theory: ωB97M-V with the def2-TZVPD basis set.

XYZ file:
```
72
Properties=species:S:1:pos:R:3
Co -0.45 0.97 -1.13
O -1.15 -3.41 2.47
C -2.33 -3.28 1.81
C -3.39 -4.16 2.01
C -4.58 -3.97 1.33
C -4.74 -2.90 0.46
C -3.67 -2.03 0.26
C -2.46 -2.22 0.91
C -1.31 -1.30 0.61
O -1.09 -1.11 -0.78
N -1.69 0.03 1.10
N -0.59 0.91 0.91
C -0.97 2.12 0.63
C 0.04 3.22 0.62
Br 0.34 3.95 -1.11
C 0.65 3.64 1.72
C 1.65 4.72 1.84
C 1.40 6.00 1.35
C 2.35 7.00 1.48
C 3.56 6.73 2.11
C 3.81 5.46 2.62
C 2.85 4.46 2.49
H -1.07 -4.30 2.84
H -3.27 -4.99 2.69
H -5.40 -4.66 1.49
H -5.67 -2.75 -0.06
H -3.75 -1.21 -0.44
H -0.38 -1.65 1.08
H -1.91 0.00 2.09
H -2.03 2.39 0.65
H 0.41 3.09 2.63
H 0.46 6.22 0.86
H 2.15 7.99 1.10
H 4.30 7.50 2.22
H 4.75 5.24 3.11
H 3.04 3.47 2.89
C -4.97 1.23 -3.70
S -3.49 0.89 -4.66
C -2.23 0.93 -3.46
S -2.54 1.43 -1.84
N -1.06 0.58 -3.93
N -0.10 0.65 -2.97
C 1.12 0.47 -3.30
C 2.08 0.52 -2.21
C 3.44 0.28 -2.38
C 4.25 0.28 -1.26
C 3.68 0.52 -0.02
C 2.32 0.75 0.06
N 1.54 0.77 -1.01
H -5.79 1.21 -4.42
H -5.13 0.46 -2.95
H -4.92 2.21 -3.23
H 1.40 0.25 -4.32
H 3.83 0.08 -3.37
H 5.31 0.09 -1.36
H 4.28 0.51 0.88
H 1.83 0.91 1.01
N 2.88 -4.37 1.94
C 1.77 -4.86 1.28
O 1.35 -5.98 1.56
C 1.13 -3.99 0.29
C -0.12 -4.37 -0.27
C -0.76 -3.56 -1.13
C -0.20 -2.23 -1.45
N 1.14 -2.00 -1.09
C 1.70 -2.83 -0.22
H 3.24 -4.95 2.67
H 3.07 -3.39 1.96
H -0.53 -5.33 0.01
H -1.72 -3.83 -1.55
H -0.39 -1.94 -2.48
H 2.72 -2.56 0.06
```

The HOMO energy (alpha / beta) is -6.177 / -6.190 eV. Its spin multiplicity is 2. The net charge is 0. As for the energy above the lowest of the compared OMol25 structures with the same formula, charge and spin: 1.9427 eV. For the maximum force, the calculation gives 0.739 eV/A.

(3)
C13H19NO11S in the gas phase in a non-equilibrium geometry. Source: OMol25; level of theory: ωB97M-V with the def2-TZVPD basis set.

XYZ file:
```
45
Properties=species:S:1:pos:R:3
O -1.48 2.53 -1.14
O 1.39 3.11 1.38
O 1.94 -0.25 -2.87
O -3.34 -0.19 0.48
O 0.51 -4.40 1.65
O 1.69 -4.04 -0.42
O -3.11 1.69 1.79
O -0.89 0.37 -1.41
O 1.01 0.97 1.82
O 2.10 -1.16 -0.69
O -0.95 -1.45 1.21
C -1.40 1.52 -1.78
C 1.70 2.06 1.87
C 2.56 -0.79 -1.92
C -2.65 0.50 1.23
N -0.77 -4.08 -0.18
C -4.40 2.23 1.33
C -1.93 1.55 -3.22
C 2.96 1.90 2.71
C 4.01 -1.16 -2.25
C 0.14 0.51 -0.50
C -0.22 0.93 0.98
C 0.64 -0.99 -0.51
C -1.20 -0.02 1.60
C 0.38 -1.80 0.79
S 0.58 -3.60 0.45
H -1.45 -4.06 0.60
H -0.53 -5.06 -0.53
H -5.04 2.70 2.08
H -4.99 1.38 1.02
H -4.36 2.90 0.48
H -2.91 1.22 -3.17
H -1.37 0.82 -3.81
H -1.71 2.54 -3.56
H 3.41 0.94 2.30
H 3.52 2.71 2.55
H 2.75 1.83 3.79
H 4.78 -0.76 -1.63
H 4.13 -2.24 -2.28
H 4.26 -0.79 -3.32
H 0.90 1.20 -0.94
H -0.74 1.93 1.08
H 0.15 -1.58 -1.30
H -1.15 -0.11 2.73
H 1.09 -1.50 1.52
```

The HOMO energy is -10.169 eV. The net charge is 0. As for the energy above the lowest of the compared OMol25 structures with the same formula, charge and spin: 0.0000 eV. The SMILES is COC(=O)[C@H]1O[C@@H](S(N)(=O)=O)[C@H](OC(C)=O)[C@@H](OC(C)=O)[C@@H]1OC(C)=O. For the maximum force, the calculation gives 5.428 eV/A.

(4)
A molecular structure, C16H20AuNOS in a non-equilibrium geometry. Source: OMol25; level of theory: ωB97M-V with the def2-TZVPD basis set.

XYZ file:
```
40
Properties=species:S:1:pos:R:3
Au -0.05 -0.34 1.03
C 2.04 0.39 1.49
C 2.10 -0.60 0.39
C 2.24 0.15 -0.83
H 2.36 -1.64 0.55
C 2.27 1.53 -0.51
C 2.16 1.69 0.89
H 2.23 2.63 1.43
H 2.14 0.14 2.55
H 2.37 -0.27 -1.82
H 2.43 2.33 -1.23
C -2.17 0.24 1.16
C -1.94 1.64 1.48
C -1.64 2.32 0.28
H -2.04 2.09 2.46
C -1.67 1.41 -0.80
C -1.96 0.10 -0.29
H -2.22 -0.78 -0.88
H -2.64 -0.51 1.79
H -1.50 3.40 0.18
H -1.60 1.66 -1.86
O 0.52 -2.88 -0.26
C -0.30 -0.48 -4.57
C 0.31 -1.64 -4.21
C 0.48 0.79 -4.33
C -1.83 -0.48 -4.39
C 0.62 -2.90 -1.51
H 1.37 -1.70 -4.06
H -0.23 -2.57 -4.16
H -0.20 -3.16 -2.20
H 1.45 -2.52 -2.10
H 0.57 1.53 -5.12
H 1.47 0.48 -4.00
H 0.01 1.25 -3.44
H -2.47 -0.38 -5.26
H -2.07 0.31 -3.65
H -2.04 -1.44 -3.87
S 0.03 -1.66 3.04
C -0.21 -0.46 4.18
N -0.38 0.34 5.04
```

The HOMO energy (alpha / beta) is 2.135 / -0.860 eV. Its spin multiplicity is 3. The net charge is -2. As for the energy above the lowest of the compared OMol25 structures with the same formula, charge and spin: 0.0000 eV. For the maximum force, the calculation gives 2.193 eV/A.

(5)
A gas-phase ion, C4H9NO3P (charge -1) in a non-equilibrium geometry. Source: OMol25; level of theory: ωB97M-V with the def2-TZVPD basis set.

XYZ file:
```
18
Properties=species:S:1:pos:R:3
C -1.24 -0.34 -2.24
C -0.42 -0.03 -1.04
C -0.22 -0.51 0.59
C 1.18 -0.01 -1.44
N -1.22 -1.09 1.31
O 2.28 0.19 1.47
O 0.47 2.11 1.34
O 0.28 0.22 3.14
P 0.85 0.41 1.76
H -0.75 -0.91 -3.01
H -2.21 -0.73 -2.19
H -0.64 0.97 -0.58
H 1.38 0.02 -2.60
H 1.56 -0.95 -1.04
H 1.73 0.83 -0.95
H -1.28 -0.75 2.38
H 0.13 2.27 2.16
H -1.88 -1.70 0.94
```

The HOMO energy (alpha / beta) is -3.519 / -2.585 eV. The net charge is -1. As for the energy above the lowest of the compared OMol25 structures with the same formula, charge and spin: 4.3336 eV. For the maximum force, the calculation gives 5.016 eV/A.

(6)
2 unconnected molecules or ions with the total composition C4H13N2O in a non-equilibrium geometry. Source: OMol25; level of theory: ωB97M-V with the def2-TZVPD basis set.

XYZ file:
```
20
Properties=species:S:1:pos:R:3
C 0.01 -0.88 -0.93
C -0.76 -1.35 0.34
C -1.06 -0.04 1.11
C -2.32 0.55 1.07
N -0.16 0.28 2.15
N 0.44 0.49 -0.66
H -0.58 -0.99 -1.84
H 0.94 -1.40 -0.94
H -0.05 -1.99 0.88
H -1.40 -2.17 -0.09
H -2.26 1.45 1.70
H -3.20 0.31 0.42
H -0.50 1.00 2.72
H 0.21 -0.59 2.64
H 1.12 0.86 -0.02
H -0.46 0.98 -0.48
H 0.93 0.81 -1.46
H 3.37 0.04 -2.11
H 3.14 1.27 -2.82
O 2.68 0.66 -2.33
```

The HOMO energy (alpha / beta) is -19.153 / -19.152 eV. Its spin multiplicity is 2. The net charge is +2. As for the energy above the lowest of the compared OMol25 structures with the same formula, charge and spin: 3.0452 eV. For the maximum force, the calculation gives 4.777 eV/A.